C18H37AlN3O2S2 | wB97M-V/def2-TZVPD

Structure (ORCA input):
```
! wB97M-V def2-TZVPD RIJCOSX def2/J DEFGRID3
* xyz -1 1
C -2.692 -0.336 2.975
C -2.171 0.404 1.597
Al -0.624 -0.651 0.690
C -0.716 -0.182 -1.310
C 0.218 1.084 -1.768
C 1.495 1.400 -0.789
S 0.980 2.623 0.571
S -0.710 -2.910 1.048
C -1.034 -3.419 2.822
O 0.723 -3.469 0.691
O -1.690 -3.668 0.081
H -1.724 -0.484 3.650
H -3.504 0.351 3.502
H -3.166 -1.370 2.642
H -3.052 0.507 0.801
H -1.875 1.509 1.879
H 0.722 -0.132 1.411
H -1.845 0.149 -1.516
H -0.531 -1.101 -2.032
H -0.409 2.076 -1.846
H 0.603 0.865 -2.876
H 1.902 0.386 -0.371
H 2.375 1.932 -1.377
H 1.544 3.900 0.316
H -0.914 -4.606 2.864
H -0.232 -3.008 3.599
H -2.118 -3.198 3.215
C 4.238 -1.303 -4.699
C 2.873 -1.640 -5.292
C 2.329 -0.535 -6.199
C 2.166 0.750 -5.403
N 2.031 1.815 -4.742
H 4.193 -0.417 -4.058
H 4.599 -2.132 -4.082
H 4.974 -1.120 -5.490
H 2.168 -1.829 -4.473
H 2.955 -2.568 -5.868
H 1.357 -0.829 -6.609
H 3.011 -0.355 -7.038
C 4.873 3.875 3.359
C 5.681 4.268 2.126
C 4.983 3.899 0.815
C 4.773 2.395 0.751
N 4.599 1.147 0.698
H 4.729 2.791 3.419
H 5.396 4.183 4.270
H 3.888 4.355 3.352
H 6.662 3.781 2.175
H 5.856 5.349 2.146
H 5.595 4.213 -0.037
H 4.013 4.402 0.741
C -5.645 -2.810 1.169
C -6.753 -2.531 2.179
C -7.677 -1.390 1.748
C -6.875 -0.108 1.599
N -6.209 0.956 1.476
H -4.981 -1.948 1.049
H -5.028 -3.650 1.505
H -6.062 -3.064 0.188
H -6.298 -2.295 3.149
H -7.348 -3.441 2.315
H -8.461 -1.238 2.497
H -8.160 -1.626 0.794
*
```

Values from the calculation:
HOMO-LUMO gap = 7.430 eV
LUMO level = 2.4777 eV

These are the Mulliken partial charges, in e, on atoms 1 to 2: atom 1 (C): -0.375, atom 2 (C): -0.365